DFT (the ωB97M-V functional and the def2-TZVPD basis) results for a molecular structure, C39H57BN12O2S4V at a distorted geometry.

Calculated values
* maximum force: 2.01 eV Å⁻¹
* energy above the lowest of the compared OMol25 structures with the same formula, charge and spin: 15.0 kcal/mol
* HOMO-LUMO gap (alpha / beta): 6.714 / 6.731 eV

```
! RIJCOSX wB97M-V def2-TZVPD def2/J DEFGRID3
* xyz 2 2
H -2.16289 4.47199 -2.54110
C 0.05951 -3.25539 -0.31845
C -4.05851 -0.56613 2.76803
C 0.48693 0.58948 4.67479
H 2.59699 6.31848 -2.30792
C -4.72876 -4.02038 -1.31613
C -3.71982 -3.31226 -2.23788
C -4.65938 0.78258 3.20362
C -3.17200 2.76320 -1.63042
C 5.79938 -2.64336 2.47623
H 0.22899 4.65275 -1.41947
C 7.82669 -1.97236 1.34030
C -3.10810 3.22245 -0.16993
H 1.29272 0.85655 -4.75558
C -0.42770 0.84761 -3.48147
S 1.77941 0.09802 1.87672
H -5.74490 0.68941 3.26711
H -5.78841 -1.03918 1.57285
C 7.20115 -2.65541 2.39693
H -5.34065 2.59509 -1.62884
C -0.41382 0.19055 3.54313
H 3.40472 4.09495 2.37469
N 1.05587 2.79042 -1.05423
H 1.45889 6.85898 -1.24869
N 2.34672 6.36240 -1.31966
S 1.61878 -3.06741 0.35788
C -2.36767 -3.30778 -1.54198
H -0.09315 0.99771 5.50102
C -0.46640 -4.52344 -0.67675
H -5.39716 -1.75316 3.97314
C -2.00977 1.82042 -1.94013
C 5.69250 -1.33148 0.47773
C 1.20243 4.15668 -1.49812
H -4.45400 -0.31923 0.64834
H -4.42742 1.57069 2.48313
N -1.57388 1.07388 -0.96004
H 0.73497 2.74098 -0.09404
C -4.19283 -1.88490 -2.50854
C -1.75301 0.01152 3.69218
H 1.97713 5.06927 0.31612
C -4.70349 -1.00762 1.45680
H 0.08452 -0.33176 -5.19435
N -0.56643 0.24365 -1.20477
C -3.61760 -4.07865 -3.56474
H 5.30545 -3.16007 3.29080
H 7.55193 -0.78652 -0.42732
H 5.75131 3.84774 3.21949
N 3.71286 0.57808 -0.24966
H -3.91483 -1.32639 4.82148
H -0.21267 1.37924 -5.54697
H 3.22577 4.50921 -0.79497
B -0.10772 -0.76903 -0.12885
H -5.17915 -1.91511 -2.97698
H 3.97303 -2.01788 1.60057
H 1.30352 -5.69572 -0.90548
C -4.32071 -1.62057 3.85061
H -4.55464 1.65276 -2.90617
H -2.20993 0.16255 4.66338
C 0.21544 0.68751 -4.82423
H 7.15262 2.05762 2.08779
N 5.58742 1.38150 0.95041
H 8.90820 -1.97151 1.27677
H 8.92795 -3.43639 3.19117
H -3.50605 -1.36062 -3.17983
C 5.34889 3.19608 2.45700
N -0.70740 -0.43887 1.27831
H -0.19604 -6.64253 -0.79830
H -4.84776 -3.47682 -0.37685
H -2.83590 -3.66042 -4.20485
C 0.06642 0.13447 -2.36559
H -3.40037 3.74034 -3.58029
N 7.94590 -3.29536 3.34458
H -2.10886 -5.45819 -1.62470
H 7.50027 -3.91497 3.99545
C 5.05348 -1.99290 1.51847
H -4.56718 -4.00346 -4.09732
H -4.01569 3.77447 0.08284
N -0.65977 -2.16681 -0.56857
H -4.35269 -1.99992 1.16896
N -2.02922 -0.60623 1.42307
H -3.88147 4.71517 -2.20168
S 4.78058 -0.57039 -0.80291
H 3.05668 6.91941 -0.84556
S 1.47613 -0.85818 -2.39311
N -1.86058 -2.16386 -1.17050
H -4.41733 -5.04197 -1.08392
C -3.14540 3.98796 -2.54764
O 3.78983 -1.60467 -1.22817
H -3.88911 -2.58609 3.57513
C -1.46542 1.69795 -3.24023
H -2.24946 3.88445 -0.00630
C -4.47211 1.97444 -1.86407
H 1.93119 2.27979 -1.08218
H 0.51250 -5.89480 0.64672
C 0.11025 -0.06447 2.24925
C 0.32714 -5.76597 -0.42130
C 6.10282 2.20288 1.85316
H 1.22500 1.32300 4.35131
H -4.26180 -1.31497 -1.58075
H 1.47964 4.14446 -2.55777
H -5.70331 -4.07102 -1.80682
C -1.67648 -4.52151 -1.29372
H -4.29500 1.09329 4.18547
H 1.04013 -0.28074 5.03949
C 7.08068 -1.31412 0.39205
C -2.55793 -0.38839 2.59639
H -4.49532 1.08629 -1.23117
C 4.05668 3.31295 1.99344
C 2.24413 4.96922 -0.73270
H -1.85640 2.30150 -4.05028
H -3.41069 -5.14117 -3.41787
O 5.65471 -0.06178 -1.80381
H -3.01377 2.36957 0.50224
N 3.52665 2.51014 1.06952
C 4.30681 1.52524 0.62864
V 2.24549 -0.83872 -0.17208
*
```